Record 1
ORCA calculation (the ωB97M-V functional and the def2-TZVPD basis) on a molecular structure, C39H37BF2N4O4S5Sr in a non-equilibrium geometry.

Cartesian coordinates (Å):
C1 -2.56 1.47 4.04
N1 -1.67 -0.06 1.96
H1 0.57 -1.50 -2.16
F1 3.54 -2.59 0.87
C2 -3.44 2.50 4.33
C3 -2.31 -2.18 1.11
H2 4.84 0.21 -5.33
H3 -2.62 -0.20 6.97
H4 -1.10 -5.52 -0.25
H5 -4.70 3.36 5.83
C4 5.55 -1.98 -2.84
C5 -0.88 1.09 -4.45
H6 -3.67 -1.26 -2.83
N2 -0.99 -2.36 0.85
H7 -3.63 -3.51 -3.84
C6 2.70 2.53 2.93
H8 -5.40 -3.63 0.83
C7 4.08 -0.24 -2.05
H9 1.32 0.42 -2.99
H10 -2.85 1.17 -3.57
C8 -1.82 1.38 -3.29
S1 -1.77 1.41 2.45
C9 -3.72 1.59 6.54
S2 4.05 1.46 4.77
H11 6.12 -2.87 -2.64
C10 -4.02 2.56 5.59
O1 -0.37 1.77 2.63
C11 0.85 4.08 0.27
H12 -1.58 -0.31 4.72
C12 4.83 -0.25 -4.35
H13 0.72 2.09 -5.47
H14 -6.06 -1.40 1.63
C13 1.99 3.49 2.07
C14 1.59 0.89 -3.93
C15 -2.71 -3.06 -3.49
C16 -0.34 -1.92 -2.55
F2 2.37 -2.36 -0.98
N3 1.44 3.09 0.87
C17 0.12 3.98 -1.03
O2 2.96 2.51 -2.37
H15 -1.79 2.41 -2.95
H16 0.18 2.95 -1.38
O3 -0.16 0.68 -1.34
H17 3.80 -1.40 2.80
C18 1.81 4.80 2.38
C19 -2.84 0.56 6.23
H18 0.45 -3.63 0.16
H19 4.80 -1.84 -0.83
C20 3.48 2.87 3.99
H20 1.83 0.11 -4.67
Sr1 0.57 0.33 0.93
C21 0.48 1.80 -4.45
C22 -1.49 -4.59 0.13
H21 0.46 2.72 -3.86
C23 5.56 -1.41 -4.11
H22 3.51 0.23 -1.26
H23 -0.93 4.26 -0.89
S3 3.13 1.79 -3.65
H24 -1.42 1.37 -5.36
C24 4.81 -1.39 -1.81
H25 -4.39 0.33 2.14
C25 -2.82 -4.40 0.35
C26 -2.26 0.50 4.98
C27 -1.54 -1.24 -2.49
H26 -3.65 3.24 3.57
C28 -4.66 -2.87 1.04
C29 -2.73 -1.79 -2.93
H27 6.14 -1.86 -4.90
C30 -1.51 -3.76 -3.59
C31 4.09 0.31 -3.32
H28 -3.54 -5.19 0.14
C32 -0.61 -3.52 0.38
N4 2.58 1.17 2.72
H29 -1.50 -4.75 -4.02
H30 -4.18 1.64 7.52
C33 -2.71 -0.90 1.65
O4 -2.53 2.30 1.59
S4 0.93 5.57 1.13
C34 -5.02 -1.63 1.48
S5 -1.57 0.41 -1.78
C35 3.29 -1.00 3.68
H31 3.80 -1.33 4.58
C36 -4.06 -0.64 1.79
B1 2.60 -1.80 0.27
C37 -3.28 -3.16 0.84
H32 3.73 3.86 4.33
H33 2.13 5.32 3.26
H34 0.56 4.63 -1.78
H35 -0.73 0.01 -4.54
H36 0.60 -3.74 -3.15
H37 2.28 -1.42 3.69
C38 -0.33 -3.20 -3.11
C39 3.23 0.49 3.61

Calculated values
- Orbital gap: 6.87 eV
- Total energy: -116321.720 eV
- Relative energy (zero: lowest compared OMol25 entry of this formula, charge and spin): 3.258 eV



Record 2
ORCA calculation (the ωB97M-V functional and the def2-TZVPD basis) on a molecular structure, C50H51AsCsIN5O6PS2Se.

Cartesian coordinates (Å):
H1 3.18 2.44 -5.20
H2 -0.81 -7.80 0.78
H3 -1.61 4.23 5.79
H4 4.86 5.71 2.06
C1 -6.04 3.92 -6.11
H5 3.11 0.31 -1.40
C2 -2.69 0.76 -2.59
N1 3.27 -1.65 -1.88
H6 -3.85 -1.06 -4.27
C3 -5.36 1.73 -5.06
H7 2.42 2.46 -2.24
H8 0.22 1.13 -6.27
H9 4.42 -1.40 5.01
H10 -3.65 -4.80 -2.29
O1 -1.46 1.90 1.90
O2 -1.21 -3.26 0.12
H11 0.08 4.78 7.52
Se1 5.16 -4.87 -2.73
H12 -1.30 3.45 -3.16
C4 -0.57 3.98 5.64
C5 6.10 -1.16 -1.96
H13 -6.13 1.24 -5.63
C6 3.79 -0.50 -1.65
C7 -4.04 -3.80 2.30
C8 3.19 2.76 2.25
C9 -1.66 -3.36 2.94
C10 3.10 1.37 -4.99
C11 -4.77 -0.51 -4.08
H14 3.88 0.93 1.35
O3 -3.91 -4.91 4.49
N2 -0.46 -3.82 2.98
H15 -0.78 1.80 -4.97
C12 5.29 2.51 1.06
C13 4.14 -2.67 -2.18
H16 -2.42 4.77 -2.83
H17 -5.09 -0.78 -3.07
H18 -6.76 3.29 -6.63
I1 2.31 -2.81 1.58
C14 -4.97 -4.07 1.33
C15 -4.45 -3.81 3.75
C16 4.10 1.98 1.53
C17 -2.70 -3.56 1.93
C18 -0.70 -5.95 1.83
H19 0.66 2.48 -2.09
C19 -3.44 -3.89 -0.37
N3 3.72 -3.89 -2.43
H20 2.76 4.75 2.91
H21 3.12 0.82 -5.93
C20 1.61 -5.47 0.37
H22 4.15 0.65 3.69
C21 4.66 4.66 1.92
H23 -0.11 0.16 3.83
H24 2.50 -5.26 -0.20
H25 -3.09 0.51 -1.59
H26 7.17 -1.00 -2.00
H27 0.18 -1.89 5.17
H28 2.46 4.21 7.14
H29 -5.53 -0.86 -4.77
H30 -5.53 -3.91 3.82
H31 -6.60 4.68 -5.55
H32 -0.91 3.12 3.68
C22 -4.56 0.98 -4.21
P1 1.55 2.09 2.70
S1 -1.40 2.83 0.73
C23 -0.25 -6.89 0.92
C24 -3.35 3.00 -3.58
O4 -2.75 3.19 0.30
H33 -5.44 4.44 -6.86
As1 1.41 0.96 -4.03
C25 0.38 4.29 6.60
C26 1.17 -4.54 1.30
S2 -0.32 4.46 1.15
H34 -4.17 -2.87 4.23
C27 3.27 0.09 3.99
C28 5.20 -0.20 -1.68
H35 -4.02 4.78 -4.53
C29 1.05 -1.33 4.85
H36 -2.31 3.39 -1.73
C30 2.00 0.55 3.65
C31 1.72 3.97 6.39
H37 0.57 2.77 -5.65
C32 5.58 3.86 1.26
C33 1.48 2.50 -2.81
H38 -6.00 -4.26 1.60
H39 1.47 3.43 -3.37
H40 5.50 0.82 -1.47
H41 -2.04 -4.06 -1.98
C34 -5.17 3.10 -5.19
C35 0.23 1.76 -5.38
H42 -1.93 -2.75 3.81
C36 3.43 -1.06 4.76
C37 -0.19 3.35 4.45
Cs1 -0.58 -0.55 0.32
H43 3.95 1.06 -4.38
H44 -1.60 -6.12 2.39
H45 -3.44 -3.05 -2.35
C38 0.89 -0.19 4.09
H46 -2.96 -4.94 4.32
C39 1.15 3.02 4.24
N4 -4.67 -4.13 0.01
C40 0.90 -6.65 0.17
C41 2.10 3.33 5.22
H47 1.25 -7.37 -0.56
C42 -3.12 -3.96 -1.84
C43 3.48 4.11 2.42
C44 -2.37 -3.55 0.54
C45 5.58 -2.47 -2.23
H48 6.50 4.28 0.88
C46 -0.02 -4.74 2.02
N5 6.32 -3.52 -2.52
H49 2.44 -2.68 5.76
C47 -3.56 1.62 -3.48
O5 -0.70 2.12 -0.39
H50 6.00 1.88 0.54
C48 -2.29 3.69 -2.78
C49 -4.17 3.71 -4.45
O6 -1.64 0.31 -2.96
H51 3.14 3.07 5.06
C50 2.32 -1.77 5.19

Calculated values
- Orbital gap: 4.14 eV
- Total charge: -2
- Total energy: -238208.224 eV
- Relative energy (zero: lowest compared OMol25 entry of this formula, charge and spin): 1.293 eV



Record 3
ORCA calculation (the ωB97M-V functional and the def2-TZVPD basis) on a molecular structure, C3H3MgO4Tb in a non-equilibrium geometry.

Cartesian coordinates (Å):
C1 -0.05 0.76 1.52
C2 -0.32 0.48 -0.31
H1 -1.74 -1.11 -0.02
O1 -0.87 0.42 2.38
O2 1.21 0.92 1.78
O3 0.88 0.65 -0.93
H2 -0.92 1.49 0.33
Mg1 1.65 -1.20 -1.49
O4 -0.12 -1.84 -1.09
Tb1 2.88 0.77 0.31
C3 -1.00 -0.81 -0.79
H3 -1.60 -0.52 -1.69

Calculated values
- Orbital gap (spin up / spin down): 5.13 / 5.40 eV
- Expectation value of S²: 12.82
- 2S+1: 7
- Total energy: -39224.590 eV
- Relative energy (zero: lowest compared OMol25 entry of this formula, charge and spin): 0.476 eV



Record 4
ORCA calculation (the ωB97M-V functional and the def2-TZVPD basis) on a gas-phase ion, C5H3FNO3P (charge -2) in a non-equilibrium geometry.

Cartesian coordinates (Å):
O1 3.46 -0.82 0.20
O2 3.18 1.72 0.13
N1 0.46 -0.89 -0.11
F1 -1.68 2.70 0.12
P1 2.80 0.40 0.76
O3 2.72 0.40 2.22
C1 -1.96 0.53 -0.47
H1 -3.00 0.78 -0.40
C2 -0.65 -1.56 -0.56
C3 -1.08 1.43 -0.09
H2 -2.73 -1.42 -0.94
H3 -0.48 -2.58 -0.37
C4 -1.87 -0.88 -0.76
C5 0.84 0.19 0.28

Calculated values
- Orbital gap: 5.97 eV
- Total charge: -2
- Total energy: -24869.594 eV